[1]
# C16H27Br2N2O

A 2-piece molecular cluster, C16H27Br2N2O overall at a distorted geometry (the ωB97M-V functional and the def2-TZVPD basis, the Open Molecules 2025 dataset).

Each line ends with the natural charge from an NBO analysis.
Positions of all 48 atoms, in Å:
Br 3.944 3.395 -1.833  -0.011
Br 0.327 3.795 -2.464  0.011
O 0.028 -2.754 0.447  -0.570
N -4.741 -2.090 -0.984  -0.535
N -3.023 1.093 2.276  -0.804
C -3.521 0.113 1.237  0.275
C 2.608 0.176 0.170  -0.418
C 2.055 -2.235 -1.055  -0.423
C 2.918 3.082 -3.462  -0.449
C -1.611 0.652 2.713  -0.226
C 1.844 4.129 -3.643  -0.457
C 1.469 -3.001 0.277  -0.071
C -4.947 -2.334 0.471  -0.027
C -0.606 1.244 1.514  -0.426
C -4.366 -1.280 1.565  -0.375
C 0.972 1.281 2.019  -0.430
C -0.461 -3.236 1.760  -0.276
C 1.791 -0.595 -1.047  -0.420
C -3.953 -0.875 -1.337  -0.009
C -3.293 0.290 -0.411  -0.367
C 1.870 1.577 0.659  -0.418
H 1.194 0.232 2.506  0.197
H 3.650 3.136 -4.273  0.222
H -1.370 1.133 3.760  0.170
H -0.986 2.275 1.092  0.210
H 3.642 0.520 -0.311  0.195
H 1.432 4.088 -4.655  0.225
H 2.785 -0.518 1.110  0.201
H 2.191 5.146 -3.437  0.229
H 1.033 2.160 2.808  0.198
H -0.666 0.451 0.645  0.200
H 1.591 -2.774 -1.996  0.212
H -3.783 -0.717 -2.511  0.181
H 0.091 -2.756 2.677  0.175
H -4.560 -1.533 2.711  0.208
H -1.626 -3.029 1.773  0.242
H -2.677 1.213 -0.852  0.227
H 2.009 -2.566 1.226  0.168
H -5.546 -3.285 0.874  0.198
H 2.732 2.343 0.887  0.196
H 3.212 -2.451 -1.086  0.196
H 0.638 -0.421 -0.873  0.242
H -0.233 -4.399 1.793  0.155
H 2.166 -0.073 -2.053  0.192
H 2.525 2.063 -3.401  0.238
H -1.543 -0.533 2.757  0.160
H 1.606 -4.165 0.151  0.171
H 1.187 2.035 -0.196  0.218

The calculation puts the total energy at -5958.2308 Ha. Its LUMO energy is 2.1 eV. As for the net charge: -1. The gap between HOMO and LUMO comes out at 0.178 Eh. For the relative energy (zero: lowest compared OMol25 entry of this formula, charge and spin), the calculation gives 234.35 kcal/mol. The largest force on an atom is 5.0 eV Å⁻¹.


[2]
# C12H22ClN4

A 3-piece molecular cluster, C12H22ClN4 overall at a distorted geometry (the ωB97M-V functional and the def2-TZVPD basis, the Open Molecules 2025 dataset).

Each line ends with the natural charge from an NBO analysis.
Positions of all 39 atoms, in Å:
Cl -0.695 -15.403 -14.574  -0.971
N 3.525 -18.077 -18.028  -0.284
N -0.840 -12.115 -11.161  -0.283
N 2.079 -16.442 -17.804  -0.273
N -2.963 -11.435 -11.282  -0.277
C -4.297 -10.819 -11.166  -0.213
C 1.126 -15.374 -18.042  -0.434
C 5.829 -18.730 -18.777  -0.615
C -1.724 -11.117 -10.753  0.205
C -1.530 -13.059 -11.797  -0.001
C 0.555 -12.164 -10.847  -0.428
C -2.889 -12.690 -11.908  -0.050
C 4.317 -19.107 -18.622  -0.220
C 3.346 -17.942 -16.689  -0.069
C 2.353 -17.043 -16.576  -0.011
C -4.512 -9.836 -10.005  -0.664
C 2.855 -17.148 -18.704  0.236
H 6.159 -18.669 -17.740  0.214
H 2.717 -17.060 -19.772  0.243
H 1.581 -14.415 -18.287  0.226
H 1.888 -16.733 -15.651  0.288
H -4.126 -8.817 -9.986  0.237
H 3.755 -18.525 -15.877  0.259
H -5.566 -9.561 -10.044  0.247
H -1.449 -10.245 -10.177  0.246
H -4.454 -10.239 -8.993  0.232
H 5.943 -17.682 -19.052  0.216
H -3.718 -13.177 -12.398  0.264
H 4.335 -20.048 -18.071  0.232
H -4.516 -10.336 -12.118  0.229
H -5.040 -11.615 -11.132  0.232
H 3.793 -19.358 -19.545  0.216
H 6.404 -19.408 -19.408  0.245
H 0.985 -13.157 -10.977  0.252
H 0.458 -15.326 -17.183  0.298
H 0.895 -11.834 -9.866  0.236
H 0.546 -15.622 -18.931  0.217
H 1.058 -11.477 -11.528  0.227
H -0.965 -13.870 -12.232  0.297

The calculation puts the total energy at -1149.3931 Ha. Its LUMO energy is -2.1 eV. As for the net charge: +1. The gap between HOMO and LUMO comes out at 0.269 Eh. For the relative energy (zero: lowest compared OMol25 entry of this formula, charge and spin), the calculation gives 34.92 kcal/mol. The largest force on an atom is 4.3 eV Å⁻¹.


[3]
# C5H10O

A 3-piece molecular cluster, C5H10O overall at a distorted geometry (the ωB97M-V functional and the def2-TZVPD basis, the Open Molecules 2025 dataset).

Each line ends with the natural charge from an NBO analysis.
Positions of all 16 atoms, in Å:
O -1.402 -1.009 -2.324  -0.509
C -0.392 -1.352 -1.936  0.514
C -0.780 -1.328 1.444  -0.599
C 0.657 1.815 -0.161  -0.408
C -0.141 0.858 0.308  -0.176
C 0.323 -0.313 1.146  -0.458
H -1.645 -0.842 1.911  0.204
H 0.726 0.067 2.094  0.215
H 1.531 0.484 -2.953  -0.007
H -1.210 0.915 0.093  0.196
H -0.423 -2.107 2.125  0.213
H 1.157 -0.813 0.637  0.217
H -1.127 -1.823 0.530  0.199
H 0.274 2.647 -0.746  0.204
H 1.730 1.802 0.029  0.193
H 1.363 0.885 -2.350  0.003

The calculation puts the total energy at -271.6761 Ha. Its LUMO energy is 1.2 eV. As for the net charge: 0. The gap between HOMO and LUMO comes out at 0.397 Eh. For the relative energy (zero: lowest compared OMol25 entry of this formula, charge and spin), the calculation gives 48.02 kcal/mol. The largest force on an atom is 1.3 eV Å⁻¹.


[4]
# C30H38AsN4O6S2Se2TeV

C30H38AsN4O6S2Se2TeV as an isolated structure (the ωB97M-V functional and the def2-TZVPD basis, the Open Molecules 2025 dataset).

Each line ends with the Mulliken spin population.
Positions of all 85 atoms, in Å:
Te -1.890 -1.897 0.084  0.007
Se 3.203 -0.088 1.038  0.004
Se -0.522 -3.726 -1.074  0.001
As 1.127 2.732 -0.877  0.356
V -0.379 0.630 -1.071  1.453
S -4.073 -4.368 0.643  0.000
S -1.911 2.182 0.590  0.035
O -1.002 1.064 0.976  0.000
O -3.188 2.190 1.231  -0.005
O -1.928 2.072 -0.902  -0.017
O 0.506 -0.659 -0.632  -0.126
O -0.474 0.713 -2.912  -0.017
O 1.183 3.534 -2.325  0.309
N 5.844 -0.343 2.110  0.002
N 5.591 1.480 0.924  0.001
N 1.556 -2.491 -2.620  0.000
N -0.375 -2.240 -3.556  -0.001
C 5.006 2.535 0.102  -0.044
C 5.463 1.441 -2.190  0.000
C -1.073 3.694 0.953  -0.037
C 7.908 2.432 1.304  0.000
C 6.025 -2.455 -0.360  0.000
C 6.889 1.501 1.419  0.001
C 7.052 0.336 2.163  -0.001
C -4.638 -2.681 -1.178  0.000
C 0.250 -2.736 -2.481  -0.001
C 4.039 1.278 -2.717  0.006
C 0.142 3.963 0.324  0.020
C 5.634 -3.295 0.854  0.000
C 0.739 5.193 0.578  -0.016
C 9.266 0.980 2.696  0.000
C 2.580 -2.733 -1.605  0.000
C 1.756 -1.797 -3.789  0.001
C 9.102 2.150 1.954  0.000
C -1.818 -2.191 -3.751  0.005
C -1.062 5.816 2.051  0.008
C -1.682 4.601 1.806  0.000
C 8.240 0.053 2.816  0.000
C -5.537 -4.578 -0.210  0.000
C 5.568 -1.590 2.806  0.003
C 4.944 0.368 1.373  0.001
C 5.657 2.648 -1.277  -0.009
C 0.548 -1.631 -4.369  0.000
C -3.660 -2.971 -0.268  0.004
C -5.717 -3.604 -1.146  0.000
C 0.144 6.113 1.432  0.000
C 6.223 -2.821 2.186  0.000
H -1.526 6.532 2.717  0.001
H 7.781 3.346 0.740  0.000
H 5.772 0.534 -1.661  0.000
H 3.544 -2.460 -2.027  0.000
H 6.153 1.545 -3.032  0.000
H 5.751 -2.965 -1.287  0.000
H 5.239 3.537 -1.759  0.000
H 1.674 5.442 0.089  -0.003
H 7.104 -2.283 -0.387  0.000
H 2.374 -2.105 -0.739  0.001
H 8.365 -0.848 3.402  0.000
H 2.590 -3.783 -1.323  0.000
H 5.907 -1.466 3.838  0.000
H 9.920 2.855 1.886  0.000
H -6.587 -3.544 -1.784  0.000
H -6.196 -5.399 0.021  0.000
H 6.117 -3.623 2.921  0.000
H 0.259 -1.102 -5.258  -0.001
H 4.484 -1.701 2.820  -0.002
H 3.627 2.229 -3.063  -0.007
H -4.587 -1.828 -1.841  0.000
H 2.731 -1.465 -4.091  0.000
H 10.209 0.794 3.191  0.000
H 4.026 0.591 -3.566  0.000
H 6.726 2.838 -1.153  0.000
H 5.120 3.476 0.644  0.004
H 3.940 2.319 0.025  0.054
H -2.276 -3.038 -3.247  -0.001
H -2.634 4.352 2.254  0.000
H 5.972 -4.322 0.691  0.000
H 4.544 -3.335 0.939  0.000
H 3.370 0.881 -1.952  0.004
H 5.521 -1.490 -0.359  0.000
H -0.276 1.584 -3.284  0.009
H 0.626 7.066 1.612  0.000
H -2.197 -1.253 -3.348  -0.002
H 7.299 -2.655 2.070  0.000
H -2.025 -2.240 -4.818  0.000

The calculation puts the total energy at -10883.5374 Ha. Its LUMO energy (alpha / beta) is -0.9 / -0.8 eV. As for the net charge: 0. The gap between HOMO and LUMO (alpha / beta) comes out at 0.223 / 0.240 Eh. As for the spin multiplicity: 3. For the relative energy (zero: lowest compared OMol25 entry of this formula, charge and spin), the calculation gives 53.77 kcal/mol. The largest force on an atom is 0.7 eV Å⁻¹.


Which formula does entry 1 have? C16H27Br2N2O